No. 1
This record from the OMol25 dataset describes a 2-piece molecular cluster, C5H14 overall. The level of theory is ωB97M-V/def2-TZVPD.

```
19
Properties=species:S:1:pos:R:3:forces:R:3
C 0.4372 -0.2967 2.7291 0.0837 -0.5420 -0.5771
C 0.0095 0.9339 1.9155 0.6743 0.0734 0.6027
H 0.6454 -1.1476 2.0850 -0.0996 -0.1269 -0.2598
H 1.3836 -0.1607 3.2446 -0.0879 0.3280 0.3310
H -0.3121 -0.6538 3.4270 -0.1160 0.1582 0.1955
H -0.2748 0.7306 0.8919 -0.2765 -0.3290 0.0391
H 0.8828 1.5855 1.8472 -0.1992 0.2775 -0.0405
H -0.7929 1.4695 2.4181 0.0013 0.1373 -0.0986
C 0.0484 -0.3270 -2.1697 -0.2453 -0.1429 -0.2028
C -0.0313 -1.3903 -1.0718 0.4422 0.3005 -0.5665
C -0.4772 1.0711 -1.8722 -0.4096 -0.4694 0.5919
H -0.5448 -0.7075 -3.0111 0.0442 0.0084 0.0340
H 1.0638 -0.3097 -2.5657 0.1791 0.2521 0.1753
H -1.0588 -1.6040 -0.7990 -0.1318 -0.1098 0.1434
H 0.4295 -2.2558 -1.5372 -0.1886 -0.5367 0.2659
H -1.5541 1.0208 -1.7000 -0.1787 0.0025 -0.3446
H -0.2744 1.7110 -2.7206 -0.0179 0.3949 0.0227
H 0.5561 -1.1729 -0.1804 -0.0845 0.2324 0.0048
H -0.1357 1.5035 -0.9307 0.6108 0.0915 -0.3162
```
Positions in Å, forces in eV/Å.

Output
HOMO-LUMO gap: 12.43 eV
Spin multiplicity: 1
Relative energy (zero: lowest compared OMol25 entry of this formula, charge and spin): 7.5 kcal/mol
LUMO level: 0.043 hartree
Total energy: -5411.7262 eV



No. 2
This record from the OMol25 dataset describes a 2-piece molecular cluster, C5H14 overall. The level of theory is ωB97M-V/def2-TZVPD.

```
19
Properties=species:S:1:pos:R:3:forces:R:3
C 0.9961 -1.5870 -0.1573 -0.3326 -0.0128 0.6819
C 1.4285 -1.4781 -1.6040 0.1395 0.7461 -0.2379
C 2.1381 -1.2622 0.8044 -0.6960 -0.0668 1.0673
H 0.1535 -0.9199 0.0386 0.1280 0.2807 -0.0737
H 0.5900 -2.5438 0.1924 0.2103 -0.2805 -0.7219
H 2.3304 -2.0681 -1.7736 -0.1380 -0.0712 -0.2554
H 2.4406 -0.2147 0.7949 0.3246 -0.1067 -0.3970
H 1.7777 -1.4230 1.8295 -0.0730 0.0870 -0.0689
H 2.9700 -1.9613 0.7401 0.2494 0.2311 -0.4762
H 0.6793 -1.6413 -2.3799 -0.1442 -0.6541 0.2763
H 1.6787 -0.4240 -1.7954 0.3344 -0.1597 0.2012
C -1.4599 1.6101 0.2524 0.0485 0.1776 1.0553
C -2.8128 2.2467 0.5472 -0.7491 0.2451 -0.6716
H -1.3185 1.2417 -0.7618 -0.2358 0.0862 -0.0353
H -0.6838 2.3496 0.4669 0.1156 -0.1610 -0.1241
H -1.3079 0.7890 0.9571 0.1537 -0.1220 -0.2268
H -2.8842 3.2356 0.0822 -0.0509 -0.1175 -0.0091
H -3.6565 1.6605 0.1676 0.1956 -0.0395 -0.1527
H -3.0594 2.3902 1.5987 0.5200 -0.0620 0.1687
```
Positions in Å, forces in eV/Å.

Output
HOMO-LUMO gap: 12.35 eV
Spin multiplicity: 1
Relative energy (zero: lowest compared OMol25 entry of this formula, charge and spin): 6.3 kcal/mol
LUMO level: 0.040 hartree
Total energy: -5411.7771 eV



No. 3
This record from the OMol25 dataset describes a 2-piece molecular cluster, C5H14 overall. The level of theory is ωB97M-V/def2-TZVPD.

```
19
Properties=species:S:1:pos:R:3:forces:R:3
C 2.8761 0.3093 -0.0485 0.2807 -0.6698 0.6295
C 3.1862 -1.0792 0.5196 -2.0659 -2.0765 -0.8642
H 2.7079 0.9697 0.7963 0.2186 0.4009 -0.0875
H 3.7008 0.6497 -0.6626 -0.0714 0.3820 -0.1155
H 1.9430 0.2943 -0.5936 -0.0170 0.0837 -0.4179
H 3.1497 -1.1467 1.6012 0.6969 0.1117 0.1016
H 2.3746 -1.8078 0.2339 -0.1050 0.9128 0.3690
H 3.9301 -1.7149 0.0395 1.0687 0.8637 0.3852
C -2.5023 0.6066 -0.4268 -0.2868 0.2954 -0.7206
C -0.9601 0.8853 -0.5342 -2.7218 0.0817 1.2357
C -2.8309 -0.5858 0.4131 -0.4058 -1.9522 0.5781
H -3.0577 1.4801 -0.0297 0.5009 -0.2458 -0.1459
H -2.9277 0.4352 -1.4383 0.3038 0.2031 0.3885
H -0.9498 1.9277 -0.8515 1.0104 -0.2918 -0.5603
H -2.4631 -0.5417 1.4355 -0.1238 0.5434 0.2856
H -3.8968 -0.8995 0.4541 0.4334 0.7016 -0.0347
H -2.3513 -1.5166 0.0840 0.2035 0.2135 -0.5041
H -0.6208 0.8324 0.5038 0.5179 0.0106 -0.2312
H -0.5480 0.0853 -1.1364 0.5628 0.4320 -0.2913
```
Positions in Å, forces in eV/Å.

Output
HOMO-LUMO gap: 12.27 eV
Spin multiplicity: 1
Relative energy (zero: lowest compared OMol25 entry of this formula, charge and spin): 18.5 kcal/mol
LUMO level: 0.040 hartree
Total energy: -5411.2478 eV



No. 4
This record from the OMol25 dataset describes a 2-piece molecular cluster, C5H14 overall. The level of theory is ωB97M-V/def2-TZVPD.

```
19
Properties=species:S:1:pos:R:3:forces:R:3
C 1.1893 -0.3121 2.1442 -0.5962 2.9185 1.6095
C 1.9439 -0.4500 0.9002 5.3181 -1.1437 0.1225
C 0.1201 0.7936 1.8399 2.2350 1.8527 2.4623
H 1.8987 0.1110 3.0249 -1.8302 -1.5301 -1.8303
H 0.6318 -1.1710 2.4393 0.1544 -0.9199 0.4113
H 1.5927 0.0297 0.0202 -0.5458 0.3305 -0.5602
H 3.0475 -0.0233 1.0983 -2.2421 -0.7690 -0.7753
H -0.9103 0.4673 2.0621 0.5125 0.8872 0.4387
H 0.1869 1.1902 0.8519 -0.2316 -0.3485 -0.9673
H 2.1469 -1.5062 0.6897 -0.0237 0.1090 -0.3235
H 0.6964 1.6959 2.3939 -2.7288 -1.3629 -0.5686
C -1.4566 -0.4947 -1.5219 0.9402 -0.4020 -0.8319
C -1.6595 0.3434 -2.8017 -1.8868 -1.7269 0.1306
H -0.5662 -0.1486 -0.9512 -0.7896 0.0470 -0.2034
H -2.3765 -0.4344 -0.9159 0.6500 -0.5328 -0.0186
H -1.1312 -1.5092 -1.8755 -0.9445 0.4749 0.8134
H -1.5918 1.3714 -2.5221 0.2792 0.8218 -0.6925
H -2.6672 0.1155 -3.2578 0.4777 0.5834 0.9512
H -1.0947 -0.0687 -3.6185 1.2521 0.7108 -0.1679
```
Positions in Å, forces in eV/Å.

Output
HOMO-LUMO gap: 11.53 eV
Spin multiplicity: 1
Relative energy (zero: lowest compared OMol25 entry of this formula, charge and spin): 45.2 kcal/mol
LUMO level: 0.040 hartree
Total energy: -5410.0878 eV